No. 1
Computed, not measured: a cluster of 3 separate species, C21H34Br2F4NO14P3S3 in total in a non-equilibrium geometry, with ωB97M-V/def2-TZVPD.

```
82
Properties=species:S:1:pos:R:3:forces:R:3
C 3.65908 1.25290 2.10705 0.180 0.153 0.005
O 2.84361 0.71303 1.08103 -0.037 -0.885 0.123
C 1.52650 1.16196 1.18628 0.207 0.209 0.271
C 0.64838 0.50828 0.09723 0.572 -0.384 -0.146
P 1.91655 0.54639 -1.38666 0.365 1.371 0.046
S 2.65991 2.32802 -1.63843 -0.100 -0.197 -0.070
O -0.16758 1.59655 -0.38066 -0.720 -0.027 0.010
S -1.56906 2.06767 0.14591 -0.303 0.300 -0.854
O -1.32800 2.94235 1.25998 -0.092 -0.109 -0.374
O -2.33383 2.50325 -0.99916 0.892 -0.201 1.310
C -2.46602 0.57743 0.83366 -0.425 -0.232 -0.050
F -3.25714 0.07389 -0.18854 0.515 0.377 0.657
C -3.45156 1.35833 1.75777 -0.626 0.265 -0.748
O -4.55447 0.55124 2.09567 0.156 -0.241 0.769
C -5.16298 0.86819 3.27972 0.095 2.369 0.309
C -5.89898 -0.28963 3.87521 -0.066 -0.031 -0.397
O -5.13037 2.01131 3.73329 0.044 -2.334 -0.770
C -1.48050 -0.54203 1.37487 0.563 0.170 0.291
P -0.99324 0.17974 3.13969 -0.912 -0.265 0.682
S -2.27208 0.19692 4.61078 0.148 -0.079 -0.359
C -2.18556 -1.90445 1.82477 -0.299 0.743 0.111
F -2.12322 -2.92210 0.98512 -0.302 -0.091 0.058
F -3.46742 -1.68409 2.14006 0.699 -0.423 -0.186
F -1.54196 -2.34559 2.93486 -0.474 0.103 -0.084
C -0.20236 -0.82901 0.34223 -0.129 0.323 -0.306
C 0.61531 -2.12324 0.84954 0.132 -0.127 -0.223
Br 1.37482 -3.23941 -0.59184 0.238 -0.363 0.407
C 1.71002 -2.10136 1.97268 -0.127 -0.396 0.131
C 3.12373 -2.58693 1.66738 0.103 0.412 0.508
Br 1.12783 -3.30572 3.43913 0.129 0.026 0.069
P -1.03928 -1.26397 -1.41843 -0.754 -0.690 -0.098
N -2.34173 -2.08183 -1.37244 0.427 0.211 -0.182
O 0.08589 -1.81346 -2.39208 0.071 0.300 -0.020
O -1.27266 0.18258 -2.03632 -0.123 -0.191 -0.194
H 3.34409 0.88997 3.09112 -0.092 -0.089 0.043
H 4.67743 0.92576 1.91661 0.004 -0.009 -0.036
H 3.62645 2.34237 2.08579 0.024 -0.078 0.035
H 1.49440 2.23470 0.97139 -0.033 0.014 0.028
H 1.19787 1.03902 2.21258 -0.240 -0.220 0.132
H 2.87504 -0.42308 -1.12337 -0.249 -0.520 -0.058
H 1.18241 0.19663 -2.50653 -0.037 -0.373 0.106
H -3.02273 1.85373 2.61925 0.174 -0.252 0.153
H -3.81177 2.16662 1.11217 -0.048 -0.001 0.010
H -6.96790 -0.11558 3.75723 -0.041 0.072 0.212
H -5.63578 -0.35879 4.92531 -0.103 0.045 0.104
H -5.65548 -1.21604 3.36494 0.105 -0.014 0.019
H -0.60631 1.46655 2.79552 0.252 0.046 -0.114
H 0.11007 -0.55826 3.53539 0.503 0.034 -0.404
H -0.13548 -2.83634 1.15431 0.080 0.294 0.149
H 1.79521 -1.16474 2.48657 -0.175 0.592 -0.116
H 3.73496 -2.31024 2.52625 0.044 0.050 0.057
H 3.17222 -3.66852 1.60063 -0.036 0.021 -0.355
H 3.54998 -2.09624 0.80296 0.008 0.018 -0.298
H -2.28648 -2.97006 -1.84615 -0.054 -0.205 0.082
H 0.04552 -1.41565 -3.26950 0.048 0.046 -0.320
H -2.21937 0.27701 -2.19683 -0.241 0.257 -0.066
C 1.14649 7.56330 0.74908 0.032 -0.039 0.181
C 2.51607 7.01536 0.41866 -0.103 -0.021 -0.078
C 2.65917 6.42247 -0.97002 0.002 -0.034 -0.046
O 3.65465 5.40949 -0.77514 -0.007 0.047 -0.023
C 3.60621 5.02321 0.51605 -0.172 0.163 -0.074
O 4.15236 4.06972 0.96555 0.231 0.011 0.055
O 2.83724 5.87027 1.23584 -0.012 0.113 0.087
H 0.72340 8.07425 -0.11590 0.008 0.011 -0.026
H 0.48124 6.75229 1.04206 -0.037 -0.050 -0.126
H 1.19086 8.27436 1.57197 0.007 -0.023 0.023
H 3.29085 7.76536 0.59545 0.035 -0.011 -0.031
H 3.00032 7.13692 -1.71398 0.100 -0.045 -0.011
H 1.73919 5.94343 -1.31402 -0.031 0.006 0.042
C -1.02862 -6.42751 -6.01193 -0.008 0.125 -0.139
C 0.26765 -5.78967 -5.56870 -0.068 -0.064 0.075
C 0.57269 -5.89822 -4.08616 0.002 0.049 -0.013
O 1.32887 -4.70395 -3.84118 0.005 -0.181 0.162
C 0.97538 -3.78889 -4.76432 -0.046 -0.149 0.042
O 1.27364 -2.63983 -4.71511 0.046 0.345 -0.143
O 0.23341 -4.35389 -5.73379 -0.028 -0.084 -0.179
H -1.18865 -7.36740 -5.48371 0.015 -0.021 0.016
H -1.86325 -5.75850 -5.80767 -0.019 -0.026 0.133
H -1.02257 -6.63800 -7.07945 -0.002 0.032 -0.011
H 1.10807 -6.16052 -6.15937 0.043 0.006 0.028
H 1.16278 -6.77096 -3.82276 0.095 0.050 0.012
H -0.33348 -5.86908 -3.47642 -0.031 -0.003 -0.020
```
Forces are in eV/Å.

Highest occupied orbital energy   -8.466 eV
SMILES   COC[C@]1([PH2]=S)OS(=O)(=O)[C@](F)(COC(C)=O)[C@@]([PH2]=S)(C(F)(F)F)[C@@]1([C@@H](Br)[C@H](C)Br)P(=N)(O)O.C[C@@H]1COC(=O)O1.C[C@@H]1COC(=O)O1
Energy   -263808.4270 eV

Atomic partial charges in e from the Mulliken method, atoms 1 to 2: C -0.729; O -0.332

***

No. 2
Computed, not measured: a cluster of 2 separate species, CH3NOS in total in a non-equilibrium geometry, with ωB97M-V/def2-TZVPD.

```
7
Properties=species:S:1:pos:R:3:forces:R:3
C 1.09053 -1.16381 -0.85027 3.870 0.092 1.607
N -1.42705 0.79605 0.23914 0.438 -0.297 -0.921
O 1.23715 -2.28976 -0.44260 -0.502 0.711 0.133
S -1.88055 1.34003 1.52738 -0.818 -0.732 0.882
H 0.51924 -0.98518 -1.71953 -1.217 0.760 -0.950
H 1.87640 -0.29749 -0.44814 -2.202 -1.536 -0.773
H -1.41572 2.60017 1.69402 0.431 1.001 0.021
```
Forces are in eV/Å.

Highest occupied orbital energy   -9.524 eV
Energy above the lowest of the compared OMol25 structures with the same formula, charge and spin   4.507 eV
Energy   -15454.3018 eV

Atomic partial charges in e from the natural (NBO) method, atoms 1 to 2: C 0.283; N -0.685